No. 1
# C2HN2PS2

A single C2HN2PS2 molecule in a non-equilibrium geometry (ωB97M-V with the def2-TZVPD basis set, the Open Molecules 2025 dataset).

Positions of all 8 atoms, in Å:
1 C 0.15786 0.11208 -0.08841
2 C 3.03530 0.17114 1.57435
3 N 2.67359 1.09727 0.90991
4 N 2.06052 1.87809 0.21601
5 P 3.95362 -1.04474 2.38245
6 S 2.67192 -2.52047 2.32473
7 S 0.40451 1.68289 -0.39000
8 H -0.80074 -0.14589 -0.25751

Summary:
HOMO-LUMO gap ... 7.03 eV
HOMO energy ... -8.87 eV
Largest force on an atom ... 3.8 eV Å⁻¹

No. 2
# C2HN3O2

A single C2HN3O2 molecule in a non-equilibrium geometry (ωB97M-V with the def2-TZVPD basis set, the Open Molecules 2025 dataset).

Positions of all 8 atoms, in Å:
1 O 2.40633 -0.16226 -1.01234
2 C 1.38531 -0.59397 -0.68796
3 N 0.40667 -1.26828 -0.48671
4 C -0.63591 -0.85400 0.21697
5 N -0.83417 0.35499 0.49506
6 N -0.93238 1.58173 0.11934
7 O -0.55997 2.57356 0.67854
8 H -1.23588 -1.63177 0.67709

Summary:
SMILES string ... O=C=N/C=N\N=O
HOMO-LUMO gap (alpha / beta) ... 8.83 / 8.83 eV
HOMO energy (alpha / beta) ... -9.05 / -9.05 eV
Largest force on an atom ... 2.8 eV Å⁻¹

No. 3
# C2HN3O2

A single C2HN3O2 molecule in a non-equilibrium geometry (ωB97M-V with the def2-TZVPD basis set, the Open Molecules 2025 dataset).

Positions of all 8 atoms, in Å:
1 O 2.09835 -0.23138 -0.13771
2 C 0.93847 -0.34303 0.06631
3 C 0.16233 0.90340 0.04567
4 N -1.05529 0.94230 0.11165
5 N -1.79432 -0.24452 -0.08915
6 N -1.14096 -1.34595 -0.15629
7 O 0.20224 -1.46495 0.23093
8 H 0.58918 1.78413 -0.07140

Summary:
SMILES string ... O=c1cnnno1
HOMO-LUMO gap ... 9.36 eV
HOMO energy ... -10.73 eV
Largest force on an atom ... 5.0 eV Å⁻¹

No. 4
# C2HN3O3

A single C2HN3O3 molecule in a non-equilibrium geometry (ωB97M-V with the def2-TZVPD basis set, the Open Molecules 2025 dataset).

Positions of all 9 atoms, in Å:
1 O -2.40000 0.97463 -0.43454
2 N -1.74213 -0.11004 -0.00572
3 O -2.19160 -1.21013 0.34698
4 C -0.32502 -0.06970 -0.00305
5 N 0.53248 1.15826 0.14302
6 C 1.65871 0.53164 0.07020
7 O 1.57665 -0.93556 -0.24760
8 N 0.20697 -1.15994 -0.42747
9 H 2.68394 0.82083 0.55819

Summary:
SMILES string ... O=[N+]([O-])c1ncon1
HOMO-LUMO gap ... 9.93 eV
HOMO energy ... -11.53 eV
Largest force on an atom ... 6.0 eV Å⁻¹

No. 5
# C2HN3O3

A single C2HN3O3 molecule in a non-equilibrium geometry (ωB97M-V with the def2-TZVPD basis set, the Open Molecules 2025 dataset).

Positions of all 9 atoms, in Å:
1 O 1.38973 1.38086 -0.05869
2 C 1.13274 0.22089 0.02982
3 O 1.81844 -0.89799 0.20585
4 C -0.28881 0.06578 -0.05094
5 N -1.04458 -1.00453 -0.19175
6 N -2.30198 -0.63010 0.03122
7 N -2.34263 0.66799 0.21351
8 O -1.11826 1.06566 -0.01371
9 H 2.75536 -0.86857 -0.16531

Summary:
SMILES string ... O=C(O)c1nnno1
HOMO-LUMO gap ... 10.75 eV
HOMO energy ... -11.54 eV
Largest force on an atom ... 5.7 eV Å⁻¹

No. 6
# C2HN3O3

A single C2HN3O3 molecule in a non-equilibrium geometry (ωB97M-V with the def2-TZVPD basis set, the Open Molecules 2025 dataset).

Positions of all 9 atoms, in Å:
1 O -0.50019 -0.34175 2.05363
2 C 0.23023 -0.28445 1.07723
3 O 1.57789 -0.39917 1.16005
4 C -0.21783 0.05780 -0.27586
5 N -1.56400 0.15784 -0.66740
6 N -1.57107 0.45660 -1.89279
7 O -0.22779 0.57871 -2.31785
8 N 0.55150 0.31329 -1.27922
9 H 1.72125 -0.53887 2.14221

Summary:
SMILES string ... O=C(O)c1nnon1
HOMO-LUMO gap ... 11.15 eV
HOMO energy ... -11.78 eV
Largest force on an atom ... 2.3 eV Å⁻¹

No. 7
# C2HN3OS

A single C2HN3OS molecule in a non-equilibrium geometry (ωB97M-V with the def2-TZVPD basis set, the Open Molecules 2025 dataset).

Positions of all 8 atoms, in Å:
1 C -0.26394 -0.26166 -0.03354
2 C 3.51796 -0.77126 0.27847
3 N 0.66732 -0.97816 -0.15296
4 N 2.78573 -1.66460 -0.19943
5 N 1.52884 -1.88442 -0.28657
6 O 4.70380 1.08765 -0.82308
7 S 4.64218 0.39458 0.46196
8 H -1.17778 0.03132 -0.46840

Summary:
HOMO-LUMO gap (alpha / beta) ... 7.70 / 7.70 eV
HOMO energy (alpha / beta) ... -8.48 / -8.48 eV
Largest force on an atom ... 4.6 eV Å⁻¹

No. 8
# C2HN6O

2 unconnected molecules or ions with the total composition C2HN6O in a non-equilibrium geometry (ωB97M-V with the def2-TZVPD basis set, the Open Molecules 2025 dataset).

Positions of all 10 atoms, in Å:
1 C 0.13337 1.37955 0.12777
2 C 0.02631 -2.41935 -0.13557
3 N 0.83956 3.19461 -0.40937
4 N 1.07368 1.91941 -0.61476
5 N -0.67755 2.18531 0.78066
6 N -0.19519 3.35215 0.41267
7 N 0.30080 -1.26932 0.44235
8 N 1.28366 -2.28117 -0.29012
9 O -0.99496 -3.23224 -0.34267
10 H -1.78970 -2.82895 0.02905

Summary:
Total charge ... -1
HOMO-LUMO gap (alpha / beta) ... 6.86 / 7.04 eV
HOMO energy (alpha / beta) ... -4.24 / -4.44 eV
Largest force on an atom ... 2.1 eV Å⁻¹